C40H42AsIrN2O7P2SSeTe | ωB97M-V/def2-TZVPD

Structure (ORCA input):
```
! RIJCOSX wB97M-V def2-TZVPD def2/J DEFGRID3
* xyz 0 1
Ir -0.4868 -0.3029 0.7953
C 2.9959 0.3850 0.8045
C 4.1711 -0.1119 -0.0292
As 5.5566 1.2643 -0.3828
C 4.4486 2.5486 -1.3517
C 4.7239 3.9108 -1.2483
C 4.0101 4.8369 -1.9942
C 3.0177 4.4139 -2.8675
C 2.7517 3.0591 -2.9959
C 3.4652 2.1344 -2.2448
C 5.5400 2.0631 1.4002
C 4.5858 2.9722 1.8522
C 4.5981 3.4067 3.1692
C 5.5657 2.9401 4.0487
C 6.5256 2.0421 3.6065
C 6.5142 1.6104 2.2865
P 1.6860 -0.8541 1.0118
C 2.3208 -2.2645 1.9156
C 3.4198 -2.0935 2.7575
C 3.8941 -3.1655 3.4958
C 3.2757 -4.4043 3.4015
C 2.1695 -4.5716 2.5816
C 1.6818 -3.5034 1.8443
C 1.1654 -1.2354 -0.6765
C 0.5557 -0.1092 -1.3072
C -0.1691 -0.3026 -2.5120
C -0.3063 -1.5482 -3.0489
C 0.3002 -2.6537 -2.4256
C 1.0116 -2.5097 -1.2655
H 2.5075 1.2569 0.3647
H 3.3103 0.6998 1.7946
H 3.8554 -0.5059 -0.9975
H 4.6913 -0.9260 0.4798
H 5.4946 4.2563 -0.5683
H 4.2304 5.8919 -1.8935
H 2.4608 5.1366 -3.4494
H 1.9910 2.7172 -3.6878
H 3.2518 1.0799 -2.3738
H 3.8148 3.3332 1.1822
H 3.8399 4.0987 3.5123
H 5.5692 3.2760 5.0775
H 7.2859 1.6792 4.2864
H 7.2725 0.9145 1.9438
H 3.8901 -1.1237 2.8548
H 4.7436 -3.0302 4.1522
H 3.6522 -5.2383 3.9799
H 1.6687 -5.5289 2.5158
H 0.7906 -3.6363 1.2462
H 0.8605 0.8988 -1.0533
H -0.5903 0.5586 -3.0157
H -0.8614 -1.6870 -3.9673
H 0.1952 -3.6416 -2.8549
H 1.4539 -3.3809 -0.8035
S -6.5540 1.7595 -0.9698
C -4.9220 1.2338 -0.5614
C -3.7671 1.8017 -1.0934
C -2.5429 1.3307 -0.6712
N -2.4101 0.3409 0.2197
C -3.5165 -0.1675 0.7681
C -4.7825 0.2391 0.3986
C -6.3191 2.4952 -2.5691
C -6.5427 3.8497 -2.7507
C -6.3770 4.3784 -4.0259
N -6.0038 3.6604 -5.0785
C -5.7962 2.3577 -4.8882
C -5.9477 1.7264 -3.6651
H -3.8113 2.6046 -1.8146
H -1.6254 1.7684 -1.0373
H -3.3745 -0.9406 1.5086
H -5.6466 -0.2258 0.8538
H -6.8303 4.4817 -1.9219
H -6.5457 5.4349 -4.2006
H -5.5004 1.7875 -5.7616
H -5.7834 0.6616 -3.5681
O -0.4069 2.5868 3.7348
Se 0.0800 1.3583 2.8461
O 1.5107 0.6844 3.1943
O 0.0447 1.6597 1.1473
O -1.0726 0.0984 2.7071
C -4.1987 -2.0631 -2.7639
C -3.9879 -2.9386 -1.5513
O -2.8279 -2.4451 -0.8712
P -2.1407 -3.2471 0.3303
O -1.1116 -2.2745 0.8906
Te -1.3928 -5.3776 -0.2702
O -3.3740 -3.3112 1.3636
C -3.3485 -4.1721 2.5215
C -2.3457 -3.7028 3.5530
H -5.0966 -2.3712 -3.3011
H -3.3476 -2.1354 -3.4409
H -4.3061 -1.0200 -2.4582
H -3.8308 -3.9848 -1.8261
H -4.8391 -2.8825 -0.8685
H -3.1344 -5.1897 2.1896
H -4.3661 -4.1378 2.9085
H -1.3278 -3.7706 3.1675
H -2.4192 -4.3317 4.4414
H -2.5282 -2.6658 3.8379
*
```

Results
LUMO (eV): -0.33
HOMO energy (eV): -7.4629
Orbital gap (Ha): 0.26202


C40H42Cl2N8O7SSeTl | ωB97M-V/def2-TZVPD

Structure (ORCA input):
```
! RIJCOSX wB97M-V def2-TZVPD def2/J DEFGRID3
* xyz -1 1
Tl -0.5671 0.1046 0.2798
Cl 2.2851 -5.8528 5.2354
C 1.8298 -4.5001 4.2236
C 2.6098 -3.3437 4.2263
C 2.2357 -2.2722 3.4627
Cl 3.2531 -0.8649 3.5271
C 1.0418 -2.2215 2.6385
O 0.7150 -1.1535 2.0480
C 0.3314 -3.4712 2.6300
C -0.8181 -3.7327 1.7826
O -1.4063 -2.9570 1.0654
C 0.7270 -4.5593 3.4219
H 3.5136 -3.2917 4.8178
H -1.1707 -4.7876 1.8411
H 0.1312 -5.4644 3.3893
O 1.2622 -1.1379 -0.6287
C 1.3836 -1.8587 -1.6157
C 0.3573 -2.5132 -2.3756
C 0.7791 -3.3645 -3.3937
C -0.1272 -4.0641 -4.1525
C -1.5140 -3.9274 -3.9071
C -1.9535 -3.0824 -2.9415
C -1.0478 -2.3054 -2.1272
O -1.5028 -1.5033 -1.2821
N 0.3351 -4.9351 -5.1974
O -0.4979 -5.5663 -5.8354
O 1.5371 -5.0097 -5.4139
H 2.4107 -2.0672 -1.9653
H 1.8369 -3.4824 -3.5960
H -2.2030 -4.5012 -4.5109
H -3.0108 -2.9533 -2.7476
C 2.6398 1.7312 1.3361
N 2.3408 2.9264 0.5745
C 2.3008 4.1448 1.3569
C 1.9075 2.8567 -0.7027
N 1.3497 1.7825 -1.1794
C 1.7052 1.3237 -2.4407
C 3.0427 1.3343 -2.8113
C 3.5007 0.7643 -4.0069
C 2.6182 0.1680 -4.8580
C 1.2383 0.1414 -4.5424
C 0.3471 -0.4656 -5.4599
C -0.9913 -0.4898 -5.2069
C -1.4837 0.0854 -4.0277
C -0.6576 0.6707 -3.0902
N -1.2561 1.1568 -1.9124
C -2.3174 1.9116 -2.0167
N -3.3515 1.7960 -1.1301
C -4.0883 2.9414 -0.6386
C -4.0029 0.5061 -0.9551
N -2.4798 2.8369 -3.0060
C -1.3739 3.3761 -3.7602
C -3.7861 3.1569 -3.5422
C 0.7542 0.7129 -3.3270
N 2.0788 4.0404 -1.4182
C 1.2340 4.3079 -2.5602
C 3.3907 4.6549 -1.4861
H 3.5972 1.8757 1.8367
H 2.7055 0.8707 0.6763
H 1.8768 1.5326 2.0876
H 1.6950 3.9725 2.2508
H 1.8556 4.9505 0.7805
H 3.3057 4.4404 1.6744
H 3.7625 1.7461 -2.1158
H 4.5597 0.7861 -4.2359
H 2.9506 -0.3082 -5.7720
H 0.7558 -0.9109 -6.3587
H -1.6743 -0.9683 -5.8983
H -2.5435 0.0312 -3.8080
H -5.1113 2.9679 -1.0346
H -3.5666 3.8592 -0.8974
H -4.1525 2.8828 0.4489
H -3.3544 -0.2987 -1.2939
H -4.9400 0.4868 -1.5324
H -4.2368 0.3317 0.0918
H -0.4378 3.1228 -3.2785
H -1.4638 4.4650 -3.8087
H -1.3556 2.9718 -4.7779
H -3.7460 3.0865 -4.6331
H -4.1019 4.1700 -3.2758
H -4.5309 2.4506 -3.1862
H 0.2190 3.9993 -2.3191
H 1.5768 3.8096 -3.4748
H 1.2284 5.3867 -2.7338
H 4.0170 4.3068 -0.6687
H 3.3075 5.7438 -1.4233
H 3.8838 4.4048 -2.4342
O -1.0608 4.0637 -0.4801
S -0.7452 3.5791 0.8754
N -0.3082 2.2009 1.1534
Se -2.3724 -0.3300 2.2333
C -3.0985 1.3146 2.9034
C -2.3377 2.2352 3.6205
C -2.9345 3.3562 4.1788
C -4.3002 3.5704 4.0412
C -5.0698 2.6472 3.3481
C -4.4721 1.5284 2.7826
H -1.2761 2.0620 3.7341
H -2.3303 4.0632 4.7342
H -4.7613 4.4484 4.4763
H -6.1381 2.7956 3.2435
H -5.0729 0.8016 2.2498
*
```

Results
LUMO (eV): 1.74
HOMO energy (eV): -4.8539
Orbital gap (Ha): 0.24233


C40H42GeN5PtS2 | ωB97M-V/def2-TZVPD

Structure (ORCA input):
```
! RIJCOSX wB97M-V def2-TZVPD def2/J DEFGRID3
* xyz 1 1
Pt -0.0693 0.8914 1.0206
C -0.3322 -0.1392 3.9313
C 0.7999 -0.8759 3.2406
N 1.4992 -0.0045 2.2670
C 2.5554 0.8559 2.8400
C 2.0978 2.0396 3.6880
S 0.8573 3.1432 2.9416
C -0.6053 2.8638 3.9812
C -1.6742 1.8900 3.4790
N -1.1426 0.6180 2.9400
H 0.0551 0.5648 4.6600
H -0.9601 -0.8458 4.4770
H 0.4075 -1.7211 2.6775
H 1.5012 -1.2673 3.9838
H 1.9387 -0.6482 1.6026
H 3.1383 1.2326 2.0003
H 3.2253 0.2423 3.4527
H 2.9808 2.6545 3.8644
H 1.7424 1.7410 4.6728
H -1.0813 3.8397 4.0799
H -0.2602 2.6042 4.9816
H -2.2516 2.3569 2.6816
H -2.3601 1.6876 4.3089
H -1.9361 0.0393 2.6786
C -1.5004 1.4697 -0.0114
Ge -2.4499 0.6861 -1.5814
C -3.6160 2.0386 -2.3389
C -3.5877 3.3752 -1.9489
C -4.4352 4.3038 -2.5397
C -5.3224 3.9020 -3.5260
C -5.3602 2.5724 -3.9254
C -4.5108 1.6486 -3.3365
C -3.4163 -0.7657 -0.7039
C -3.8734 -0.6326 0.6087
C -4.5245 -1.6786 1.2485
C -4.7342 -2.8758 0.5766
C -4.3031 -3.0166 -0.7359
C -3.6444 -1.9691 -1.3703
C -1.2562 0.0025 -2.9482
C -0.6450 -1.2472 -2.8466
C 0.2590 -1.6732 -3.8075
C 0.5621 -0.8510 -4.8848
C -0.0485 0.3894 -5.0044
C -0.9564 0.8125 -4.0429
H -2.0526 2.3295 0.4032
H -2.8961 3.7163 -1.1864
H -4.3999 5.3404 -2.2312
H -5.9834 4.6244 -3.9862
H -6.0503 2.2566 -4.6967
H -4.5474 0.6143 -3.6630
H -3.7497 0.3107 1.1355
H -4.8834 -1.5580 2.2628
H -5.2443 -3.6922 1.0703
H -4.4823 -3.9419 -1.2684
H -3.3063 -2.0971 -2.3923
H -0.8677 -1.8978 -2.0081
H 0.7265 -2.6457 -3.7139
H 1.2694 -1.1803 -5.6347
H 0.1799 1.0275 -5.8480
H -1.4328 1.7806 -4.1495
N -0.7890 -2.4955 0.5328
C 0.4455 -2.9975 0.2398
N 1.5628 -2.4319 0.5711
C 2.6394 -3.2256 0.1788
C 3.9811 -2.9426 0.4210
C 4.9466 -3.8282 -0.0227
C 4.5943 -4.9956 -0.7011
C 3.2650 -5.3009 -0.9360
C 2.3017 -4.4082 -0.4887
S 0.5671 -4.5257 -0.6072
H -0.8628 -1.4859 0.6063
H -1.5872 -2.9312 0.0962
H 4.2578 -2.0447 0.9600
H 5.9911 -3.6161 0.1631
H 5.3656 -5.6734 -1.0400
H 2.9878 -6.2116 -1.4495
C 1.1286 0.9792 -0.6831
C 2.5282 1.3391 -0.3149
C 3.5378 0.3794 -0.3683
C 4.8265 0.6725 0.0482
C 5.1251 1.9468 0.5227
C 4.1335 2.9293 0.5503
C 2.8516 2.6223 0.1347
C 6.4518 2.2502 0.9871
N 7.5065 2.4876 1.3757
H 1.0964 -0.0217 -1.1115
H 0.7395 1.6729 -1.4263
H 3.3057 -0.6096 -0.7457
H 5.6044 -0.0787 0.0055
H 4.3771 3.9236 0.9002
H 2.0784 3.3805 0.1760
*
```

Results
LUMO (eV): -4.10
HOMO energy (eV): -10.7519
Orbital gap (Ha): 0.24459


C40H43As2BaN4O2 | ωB97M-V/def2-TZVPD

Structure (ORCA input):
```
! RIJCOSX wB97M-V def2-TZVPD def2/J DEFGRID3
* xyz 1 1
Ba -0.1118 1.6683 -0.4709
N -3.3681 3.2016 -0.6462
C -3.4627 2.0042 -1.4630
C -4.8732 1.3744 -1.5793
C -5.4949 0.9609 -0.2333
C -6.6122 -0.0819 -0.3639
N -6.1674 -1.4223 -0.7507
C -5.5477 -2.2772 0.0523
N -5.3885 -2.0157 1.3453
N -5.1534 -3.4609 -0.4197
C -2.4205 1.0156 -0.9385
O -2.2161 0.9332 0.2963
O -1.7056 0.4321 -1.7905
H -3.5852 3.0019 0.3233
H -3.9841 3.9334 -0.9763
H -3.1363 2.2597 -2.4722
H -4.8027 0.5192 -2.2607
H -5.5219 2.1153 -2.0508
H -5.9383 1.8438 0.2294
H -4.7108 0.5951 0.4326
H -7.3218 0.2395 -1.1240
H -7.1663 -0.1746 0.5726
H -6.2248 -1.6639 -1.7256
H -5.6389 -1.1240 1.7326
H -4.8752 -2.6577 1.9263
H -5.1641 -3.6625 -1.4046
H -4.6244 -4.0822 0.1687
C 0.3487 -0.8298 -0.0229
C 1.6848 -1.5506 -0.0704
As 3.0210 -0.1091 -0.2501
C 3.0039 0.4709 1.6172
C 3.2209 -0.4300 2.6578
C 3.1740 -0.0025 3.9742
C 2.9063 1.3312 4.2637
C 2.7084 2.2382 3.2345
C 2.7637 1.8119 1.9131
C 4.6686 -1.1477 -0.1793
C 5.8424 -0.4697 0.1425
C 7.0482 -1.1470 0.2114
C 7.0933 -2.5102 -0.0476
C 5.9318 -3.1891 -0.3804
C 4.7223 -2.5098 -0.4490
As -1.3049 -1.8727 -0.2695
C -0.8414 -2.6927 -1.9847
C -1.3019 -3.9738 -2.2883
C -1.0013 -4.5823 -3.4984
C -0.2228 -3.9166 -4.4327
C 0.2307 -2.6362 -4.1559
C -0.0844 -2.0311 -2.9477
C -0.6981 -3.3098 0.9365
C -0.9431 -3.0673 2.2893
C -0.3775 -3.8598 3.2778
C 0.4344 -4.9264 2.9198
C 0.6764 -5.1899 1.5785
C 0.1213 -4.3830 0.5949
H 0.3339 -0.1657 -0.8744
H 0.2643 -0.2662 0.9168
H 1.7458 -2.1912 -0.9513
H 1.8694 -2.1628 0.8114
H 3.4480 -1.4674 2.4357
H 3.3580 -0.7046 4.7774
H 2.8688 1.6631 5.2930
H 2.5284 3.2827 3.4540
H 2.6428 2.5328 1.1074
H 5.8055 0.5946 0.3480
H 7.9514 -0.6088 0.4672
H 8.0341 -3.0421 0.0040
H 5.9595 -4.2512 -0.5868
H 3.8269 -3.0596 -0.7134
H -1.8724 -4.5345 -1.5559
H -1.3633 -5.5829 -3.6975
H 0.0268 -4.3977 -5.3689
H 0.8389 -2.1056 -4.8768
H 0.2597 -1.0186 -2.7806
H -1.5669 -2.2211 2.5727
H -0.5603 -3.6434 4.3225
H 0.8876 -5.5437 3.6842
H 1.3143 -6.0188 1.2990
H 0.3397 -4.5951 -0.4442
C 0.6008 4.2178 -0.5565
C 0.9943 5.3758 -0.4990
C 1.4604 6.7316 -0.4240
C 0.5909 7.7968 -0.6753
C 1.0439 9.1036 -0.5947
C 2.3652 9.3685 -0.2637
C 3.2344 8.3166 -0.0106
C 2.7893 7.0070 -0.0895
H -0.4376 7.5825 -0.9326
H 0.3633 9.9228 -0.7906
H 2.7167 10.3905 -0.2051
H 4.2656 8.5205 0.2497
H 3.4632 6.1833 0.1048
*
```

Results
LUMO (eV): -2.68
HOMO energy (eV): -8.7494
Orbital gap (Ha): 0.22317


C40H43BCoN4O4 | ωB97M-V/def2-TZVPD

Structure (ORCA input):
```
! RIJCOSX wB97M-V def2-TZVPD def2/J DEFGRID3
* xyz -2 2
Co -1.3124 -0.3818 0.7917
O -4.1158 1.0268 -2.1730
C -3.3909 0.6768 -1.2281
O -2.6629 -0.3386 -1.1163
C -3.3944 1.6087 0.0005
C -4.2251 2.7165 0.0906
C -4.2254 3.4511 1.2688
C -3.4219 3.0518 2.3273
C -2.6041 1.9438 2.1583
N -2.5869 1.2710 1.0068
C -1.7006 1.4058 3.2852
O -1.7558 2.0175 4.3619
O -1.0388 0.3853 2.9788
H -4.8460 2.9567 -0.7606
H -4.8641 4.3235 1.3670
H -3.3967 3.5586 3.2813
C 0.8994 -4.0369 -2.2662
C -0.2272 -3.0510 -1.9610
C -1.5669 -3.7592 -1.7929
C -0.2976 -1.9487 -2.9839
C -0.8523 -2.1848 -4.2360
C -0.9462 -1.1789 -5.1799
C -0.5081 0.0929 -4.8591
C 0.0415 0.3692 -3.6129
C 0.4335 1.7936 -3.2815
C -0.7607 2.7369 -3.4325
C 1.6152 2.2759 -4.1227
C 0.1803 -0.6704 -2.6817
N 0.8779 -0.4087 -1.4625
B 0.3931 -0.0269 -0.1193
N 1.5975 0.6234 0.4331
C 2.6664 0.4815 -0.4474
C 2.2374 -0.1078 -1.5764
C 1.7868 1.3176 1.6667
C 1.6874 2.7194 1.7244
C 1.9107 3.3485 2.9459
C 2.2268 2.6361 4.0880
C 2.3113 1.2610 4.0197
C 2.0822 0.5883 2.8245
C 2.1445 -0.9210 2.8006
C 3.5948 -1.4093 2.8305
C 1.3219 -1.5465 3.9245
C 1.3114 3.6253 0.5614
C -0.1217 3.4094 0.0828
C 2.3075 3.6217 -0.5980
H 0.9579 -4.7974 -1.4840
H 1.8621 -3.5251 -2.3203
H 0.7295 -4.5428 -3.2218
H -0.0031 -2.5661 -1.0164
H -1.8335 -4.3405 -2.6810
H -2.3520 -3.0271 -1.6040
H -1.5213 -4.4444 -0.9442
H -1.2264 -3.1748 -4.4676
H -1.3829 -1.3788 -6.1514
H -0.6189 0.8958 -5.5788
H 0.7406 1.8101 -2.2368
H -1.0809 2.8008 -4.4754
H -0.4925 3.7429 -3.1000
H -1.6161 2.3920 -2.8552
H 1.3598 2.2934 -5.1854
H 2.4818 1.6257 -3.9924
H 1.9025 3.2884 -3.8294
H 3.6569 0.8314 -0.2022
H 2.7929 -0.3402 -2.4714
H 1.8139 4.4274 2.9991
H 2.3768 3.1504 5.0294
H 2.5257 0.6916 4.9147
H 1.7047 -1.2297 1.8562
H 4.0934 -1.0843 3.7482
H 4.1602 -1.0205 1.9814
H 3.6311 -2.5012 2.7951
H 1.7712 -1.3527 4.9023
H 1.2715 -2.6294 3.7933
H 0.3092 -1.1447 3.9156
H 1.3449 4.6390 0.9788
H -0.2688 2.4134 -0.3335
H -0.3766 4.1470 -0.6832
H -0.8198 3.5223 0.9107
H 2.2902 2.6853 -1.1498
H 3.3275 3.7795 -0.2389
H 2.0615 4.4284 -1.2939
N -1.5265 -7.3296 3.0940
C -1.4154 -6.2536 2.6927
C -1.2761 -4.9210 2.1955
C -0.0447 -4.4665 1.7159
C 0.0727 -3.1750 1.2363
C -0.9994 -2.2646 1.2007
C -2.2210 -2.7723 1.6862
C -2.3745 -4.0567 2.1744
H 0.8088 -5.1359 1.7222
H 1.0369 -2.8779 0.8385
H -3.1020 -2.1311 1.6739
H -3.3365 -4.4049 2.5333
*
```

Results
LUMO (alpha / beta) (eV): 4.46 / 4.46
HOMO energy (alpha / beta) (eV): -1.8660 / -1.9120
Expectation value of S²: 0.82
Orbital gap (alpha / beta) (Ha): 0.23256 / 0.23426


no.,maximum force (eV Å⁻¹)
1,0.5
2,1.0
3,0.4
4,8.0
5,0.5